C5H8N2O3 | ωB97M-V with the def2-TZVPD basis set

Geometry as XYZ:
```
18
Properties=species:S:1:pos:R:3:forces:R:3
O -2.494084 1.254968 0.764571 0.4 0.5 0.3
N -2.359149 0.068448 0.088270 0.2 -0.6 -0.5
C -1.169725 -0.369990 0.080353 -0.4 0.6 0.0
C -0.753630 -1.670847 -0.549658 -0.1 -0.2 -0.1
C 0.759137 -1.678848 -0.307508 0.1 0.0 -0.3
O 0.974888 -0.817173 0.817015 0.2 0.0 0.1
C 0.042989 0.231372 0.768128 0.1 0.7 1.3
C 0.584329 1.435634 0.043852 -0.1 1.8 -4.7
N 0.569955 2.040500 -1.011370 -0.6 -1.1 2.0
H -3.368577 1.580305 0.527271 0.0 -0.2 0.0
H -1.249220 -2.506968 -0.037258 0.1 0.2 -0.1
H -1.014044 -1.713412 -1.614175 0.0 0.0 0.3
H 1.157849 -2.664412 -0.047225 -0.1 0.3 0.0
H 1.306175 -1.289406 -1.180452 -0.1 -0.1 0.2
H -0.196901 0.548248 1.794407 0.0 -0.3 -0.2
O 2.458687 2.002891 0.277313 -0.4 0.3 0.3
H 2.774699 1.105422 0.483366 0.8 0.3 -1.0
H 1.976620 2.443271 -0.896905 -0.3 -2.0 2.4
```
Positions in Å, forces in eV/Å.

For the HOMO energy, the calculation gives -9.151 eV. For the energy relative to the best compared isomer or geometry (same formula, charge and spin), the calculation gives 142.2 kcal per mole. The frontier orbital gap is 0.3593 Ha. The calculation puts the molar mass at 144.13 g/mol. As for the total energy: -14431.580 eV.